178
Properties=species:S:1:pos:R:3:forces:R:3 method="wB97M-V/def2-TZVPD" homo_ev=-9.23 orbital_gap_ev=8.99 lumo_ev=-0.237
C -5.024 5.812 1.576 -1.358 -0.138 -0.165
C -6.288 6.616 1.165 1.397 0.446 -1.178
C -6.795 7.713 2.077 -1.096 -0.624 1.509
O -6.903 8.892 1.257 -0.406 0.309 2.217
C -6.160 8.715 0.199 0.270 1.704 -4.896
O -5.897 9.537 -0.700 -0.598 -1.932 3.272
O -5.917 7.424 0.039 1.518 -0.507 -0.952
H -4.318 6.450 2.106 -0.125 -0.209 0.179
H -4.520 5.366 0.719 -0.162 0.409 -0.292
H -5.366 4.937 2.129 0.260 0.191 0.634
H -7.101 6.033 0.732 0.036 -0.529 0.641
H -6.252 7.889 3.005 0.850 0.328 -0.454
H -7.747 7.393 2.502 -0.535 0.539 -0.529
C 2.335 -8.349 -4.965 1.100 0.655 -0.616
C 2.310 -7.938 -3.535 -1.582 -0.227 1.043
O 1.904 -8.740 -2.712 0.507 0.630 -0.035
C 2.756 -6.527 -3.105 0.436 -0.908 -0.056
H 2.090 -9.398 -5.132 -0.142 0.256 0.216
H 3.370 -8.163 -5.252 0.323 -0.279 -0.366
H 1.802 -7.668 -5.628 -0.381 -0.058 0.163
H 2.684 -5.754 -3.869 -0.206 -0.114 0.036
H 3.813 -6.647 -2.868 0.290 0.109 -0.113
H 2.311 -6.249 -2.150 -0.336 -0.023 -0.286
C -7.470 -2.427 3.439 0.261 -0.177 -0.297
C -7.069 -0.983 3.162 -0.681 0.598 1.182
O -7.104 -0.162 4.077 0.244 -1.006 -1.410
C -6.675 -0.558 1.745 0.023 -0.155 0.857
H -6.719 -3.137 3.093 0.395 0.133 0.034
H -8.337 -2.731 2.853 -0.284 0.345 -0.013
H -7.661 -2.610 4.496 0.004 0.256 -0.109
H -5.619 -0.301 1.833 0.103 0.021 -0.270
H -7.221 0.353 1.499 0.010 -0.092 -0.067
H -6.813 -1.332 0.990 -0.028 0.064 0.105
C -1.886 2.745 5.815 -0.487 0.567 1.335
C -0.746 3.689 5.745 2.050 -0.252 -1.158
O -0.789 4.826 5.326 -0.242 -0.390 0.590
C 0.624 2.962 5.993 -1.047 0.660 0.030
H -2.024 2.478 6.863 0.353 -0.415 0.227
H -1.536 1.856 5.289 -0.859 -0.076 -0.247
H -2.837 3.241 5.624 0.087 -0.374 -1.009
H 0.770 2.191 5.237 -0.061 0.152 -0.300
H 0.559 2.386 6.916 0.273 0.282 0.248
H 1.440 3.683 5.951 -0.053 -0.192 0.245
C 8.554 -1.527 -4.157 0.726 0.954 0.272
C 8.116 -1.394 -2.708 -0.048 -0.217 0.501
O 8.380 -0.408 -2.035 -0.309 -1.193 -0.845
C 7.330 -2.599 -2.153 0.921 0.911 0.222
H 7.947 -2.186 -4.778 -0.209 0.445 0.039
H 9.586 -1.855 -4.276 0.116 -0.562 0.567
H 8.693 -0.491 -4.468 -0.677 0.012 -0.671
H 6.318 -2.286 -1.893 -0.108 -0.176 -0.306
H 7.814 -2.847 -1.209 -0.028 -0.198 0.043
H 7.400 -3.435 -2.849 -0.391 0.031 0.184
C 1.991 5.850 1.488 0.365 1.357 0.480
C 2.743 7.176 1.857 2.261 -0.659 -0.381
O 3.946 7.344 1.637 -1.681 -0.989 -0.189
C 2.057 8.263 2.566 -0.920 1.103 0.927
H 0.983 5.841 1.903 -0.032 0.154 -0.100
H 2.514 4.988 1.901 0.257 0.123 -0.270
H 1.942 5.825 0.400 0.029 -0.288 0.024
H 1.831 7.952 3.586 -0.409 -0.380 0.022
H 1.133 8.604 2.099 -0.170 -0.261 -0.005
H 2.682 9.140 2.732 0.294 -0.179 -0.502
C -5.360 -4.278 -6.274 0.499 0.736 1.707
C -4.892 -3.044 -5.442 2.067 0.124 -0.067
O -3.737 -2.819 -5.070 -1.733 -1.068 -0.556
C -5.908 -1.958 -5.267 -0.472 -0.216 0.061
H -6.364 -4.471 -5.898 -0.233 -0.066 -0.697
H -4.781 -5.176 -6.060 0.333 0.270 -0.205
H -5.296 -3.988 -7.323 -0.332 -0.206 0.002
H -5.869 -1.499 -4.280 0.225 -0.040 -0.078
H -6.918 -2.330 -5.442 -0.011 0.273 -0.151
H -5.618 -1.219 -6.013 -0.332 0.235 -0.005
C -0.568 7.309 -4.010 -1.092 0.365 0.174
C -1.077 7.342 -2.563 2.136 0.084 0.255
O -1.330 6.305 -1.994 -0.526 0.515 0.030
C -0.990 8.713 -1.868 -0.266 -0.116 0.318
H -0.816 8.257 -4.488 -0.138 -0.092 -0.241
H -1.079 6.474 -4.492 0.227 0.073 -0.224
H 0.512 7.210 -4.111 0.014 -0.192 0.454
H -1.996 9.096 -1.695 -0.143 0.197 -0.417
H -0.373 9.433 -2.405 -0.356 -0.072 -0.380
H -0.575 8.722 -0.860 0.103 -0.798 0.052
C -5.024 3.765 -3.474 -0.633 0.253 0.112
C -4.689 3.037 -4.775 0.567 0.946 1.136
O -5.476 2.906 -5.666 -0.746 -0.026 -0.498
C -3.331 2.416 -4.886 0.888 -0.837 -1.045
H -4.415 4.629 -3.210 0.710 -0.343 -0.236
H -4.984 3.044 -2.657 0.210 -0.013 0.116
H -6.021 4.204 -3.461 -0.233 -0.424 -0.425
H -2.416 2.967 -4.672 -0.438 0.478 0.643
H -3.194 2.127 -5.928 -0.229 -0.081 -0.117
H -3.293 1.472 -4.342 -0.070 0.034 0.342
C 4.254 -4.049 4.130 -0.696 0.078 0.889
C 5.743 -3.902 4.260 -0.014 -0.534 -1.322
O 6.277 -2.925 4.701 0.114 0.640 0.711
C 6.559 -4.976 3.595 0.397 -0.855 0.019
H 3.754 -3.582 4.979 0.104 0.278 -0.007
H 3.908 -5.083 4.134 0.212 -0.030 -0.367
H 3.909 -3.528 3.237 0.066 -0.129 -0.137
H 7.576 -4.992 3.986 -0.055 0.112 -0.052
H 6.606 -4.839 2.515 -0.026 0.456 -0.074
H 6.127 -5.973 3.681 -0.108 -0.005 0.328
C -5.465 -6.554 0.287 1.153 -1.522 -0.944
C -4.366 -5.657 -0.331 -0.864 0.908 0.835
C -3.013 -6.362 -0.414 -0.485 -0.951 0.280
S -3.217 -7.938 0.599 -1.261 0.212 0.129
O -3.225 -7.578 2.033 0.524 -0.571 -1.933
O -2.470 -9.076 0.057 -0.556 1.524 0.881
C -4.989 -8.052 0.093 0.259 1.203 1.102
H -6.426 -6.397 -0.202 -0.005 0.066 0.309
H -5.443 -6.260 1.337 -0.656 -0.737 0.069
H -4.396 -4.822 0.369 0.789 0.308 -0.231
H -4.741 -5.233 -1.262 0.549 -0.290 -0.336
H -2.149 -5.820 -0.028 -0.119 -0.031 -0.180
H -2.903 -6.697 -1.445 0.600 -0.122 0.155
H -5.566 -8.708 0.745 0.400 -0.227 -0.032
H -4.948 -8.437 -0.926 -0.307 0.262 -0.062
C -0.665 0.968 -0.639 -0.388 -0.267 0.389
C -0.227 0.954 0.865 -0.218 0.024 -1.232
C 1.117 0.279 0.781 1.096 -0.626 0.816
S 0.994 -1.130 -0.392 -0.659 1.444 -1.433
O 0.678 -2.384 0.243 0.275 0.187 0.170
O 2.078 -1.032 -1.361 -0.417 -0.248 0.785
C -0.545 -0.440 -1.175 0.492 -1.329 1.054
H 0.028 1.616 -1.175 -0.300 0.303 -0.064
H -1.712 1.243 -0.772 0.162 0.579 -0.018
H -0.890 0.416 1.543 -0.211 -0.173 -0.295
H -0.182 1.982 1.226 0.289 -0.053 0.047
H 1.490 -0.102 1.731 -0.094 -0.169 0.001
H 1.904 0.923 0.389 -0.130 0.022 -0.231
H -1.316 -1.057 -0.713 -0.173 -0.064 -0.089
H -0.561 -0.637 -2.247 0.290 0.345 0.074
C 1.744 0.259 -6.123 0.141 -0.648 -1.239
C 3.266 0.386 -5.974 -0.739 -0.159 -0.533
C 3.941 -0.355 -7.158 -0.533 0.456 0.331
S 2.949 -1.865 -7.324 -0.236 0.831 0.674
O 3.535 -2.837 -6.448 0.239 -0.708 0.035
O 2.668 -2.153 -8.704 0.088 -0.043 0.011
C 1.476 -1.238 -6.491 -0.686 1.016 1.741
H 1.352 0.860 -6.943 0.315 0.311 -0.104
H 1.311 0.679 -5.215 -0.443 -0.708 0.077
H 3.557 -0.148 -5.070 0.094 0.212 0.164
H 3.387 1.461 -5.838 1.052 -0.121 -0.280
H 4.970 -0.610 -6.907 -0.115 -0.198 -0.324
H 3.852 0.108 -8.141 0.141 0.374 0.184
H 1.397 -1.694 -5.504 0.318 -0.738 -0.230
H 0.527 -1.439 -6.989 0.369 0.085 -0.437
C -3.186 -3.872 7.194 -0.589 -0.350 -0.286
C -1.797 -4.570 7.223 0.146 1.056 -0.650
C -1.256 -4.406 5.811 -0.641 0.724 -0.738
S -1.699 -2.636 5.350 -0.353 -0.764 -0.076
O -2.334 -2.643 4.038 0.593 0.266 0.643
O -0.559 -1.755 5.630 -1.397 -0.858 -0.199
C -3.064 -2.480 6.633 2.723 1.020 0.173
H -3.656 -3.823 8.177 -0.012 -0.195 -0.041
H -3.860 -4.357 6.488 -0.046 -0.753 0.302
H -1.836 -5.621 7.509 -0.056 0.197 0.147
H -1.093 -3.999 7.829 -0.233 -0.224 0.710
H -1.830 -5.058 5.152 0.080 0.226 -0.353
H -0.192 -4.527 5.608 -0.064 0.030 0.360
H -3.898 -1.891 6.251 -0.083 -0.629 -0.194
H -2.546 -1.875 7.377 -0.121 0.326 0.127
C 9.769 3.665 2.072 0.727 -0.147 -0.364
C 10.138 2.523 3.059 -1.331 0.340 0.259
C 8.927 1.551 2.971 -0.735 1.028 0.024
S 7.450 2.654 2.763 -0.884 0.970 1.538
O 6.821 2.963 4.074 1.021 -1.039 -1.923
O 6.623 2.224 1.656 0.242 -0.263 0.400
C 8.342 4.133 2.300 -0.435 0.197 0.495
H 9.884 3.204 1.091 -0.204 0.315 -0.319
H 10.478 4.491 2.132 -0.011 -0.024 0.011
H 10.221 2.949 4.059 -0.039 -0.183 0.153
H 11.090 2.051 2.817 -0.179 -0.028 -0.141
H 8.611 1.001 3.858 0.605 -0.300 -0.079
H 8.936 0.961 2.055 0.070 -0.198 0.204
H 8.180 4.816 3.134 0.594 -0.209 0.384
H 7.761 4.640 1.530 0.468 -0.466 -0.654


170
Properties=species:S:1:pos:R:3:forces:R:3 method="wB97M-V/def2-TZVPD" homo_ev=-3.36 orbital_gap_ev=1.68 lumo_ev=-1.680
Rb -2.225 4.134 -3.082 0.741 -0.539 0.563
Rb -1.137 0.645 -5.759 0.436 -0.086 0.864
C 5.483 -2.284 -1.503 -2.059 -0.239 -0.857
C 6.206 -0.966 -1.563 -0.097 1.613 -0.833
C 7.649 -1.387 -1.342 0.521 1.512 -0.353
C 8.668 -0.259 -1.592 -0.107 -1.376 -0.566
C 8.435 0.370 -2.978 0.018 0.135 1.336
C 7.016 0.906 -3.218 0.217 -0.732 1.022
N 6.042 -0.207 -2.878 -0.586 -0.398 -1.042
O 4.654 0.070 -3.315 2.244 -0.057 1.474
C 7.099 1.225 -4.704 -2.093 -0.266 -1.353
C 6.836 2.207 -2.356 0.220 -1.050 0.008
C 5.695 -0.157 -0.327 -0.915 -0.529 -0.136
H 4.406 -2.135 -1.422 -0.254 0.347 -0.118
H 5.712 -2.817 -0.580 0.530 -0.204 -0.107
H 5.552 -2.889 -2.406 0.610 -0.122 0.084
H 7.932 -2.194 -2.017 -0.316 -0.345 0.245
H 7.629 -1.653 -0.285 0.655 -0.624 -0.047
H 9.624 -0.770 -1.705 0.403 0.163 0.497
H 8.706 0.358 -0.694 0.046 0.645 -0.397
H 8.659 -0.352 -3.764 -0.115 -0.383 0.182
H 9.176 1.154 -3.128 -0.052 0.383 0.005
H 6.168 1.645 -5.084 -0.087 0.819 0.335
H 7.077 0.363 -5.371 0.460 -0.776 0.562
H 7.956 1.807 -5.045 0.021 0.328 0.556
H 7.379 3.037 -2.808 -0.261 0.225 -0.063
H 7.305 2.008 -1.393 0.117 0.097 0.164
H 5.793 2.420 -2.119 -0.083 0.149 -0.563
H 5.171 0.744 -0.644 0.573 0.384 0.047
H 6.409 -0.080 0.493 0.308 0.615 -0.190
H 4.877 -0.730 0.110 -0.182 -0.201 0.231
C -1.809 -1.278 -1.826 0.340 1.352 -0.706
C -2.140 0.204 -1.400 2.392 -1.675 1.289
C -2.486 0.104 0.104 -0.502 1.175 1.000
C -1.323 -0.030 1.109 -0.329 -0.956 -0.990
C -0.180 0.985 0.933 -2.193 -0.734 -0.158
C 0.196 1.176 -0.518 1.688 0.461 -2.317
N -0.972 1.101 -1.516 -0.510 2.262 -0.546
O -0.594 1.473 -2.927 -1.056 -0.765 1.445
C 1.224 0.028 -0.873 -0.797 0.059 0.189
C 0.887 2.657 -0.604 -1.157 -1.756 -0.630
C -3.377 0.621 -2.145 -0.050 0.794 -0.410
H -1.458 -1.223 -2.856 -0.264 -0.123 -0.372
H -2.722 -1.870 -1.764 0.290 -0.419 0.084
H -0.916 -1.654 -1.326 -0.476 -0.260 0.525
H -3.188 -0.712 0.276 0.124 -0.465 -0.193
H -3.087 0.948 0.441 -0.027 0.632 -0.387
H -1.078 -1.080 0.947 1.058 -0.036 0.253
H -1.670 0.005 2.142 -0.243 0.104 -0.068
H 0.636 0.611 1.552 0.320 0.532 -0.169
H -0.615 1.907 1.319 0.396 0.333 0.253
H 0.907 -0.818 -0.263 0.140 -0.325 0.120
H 2.277 0.199 -0.651 -0.021 0.370 -0.044
H 1.138 -0.322 -1.902 0.108 0.552 -0.086
H 1.325 2.881 -1.577 0.182 -0.464 0.036
H 1.633 2.745 0.185 -0.030 0.019 -0.021
H 0.103 3.406 -0.492 -0.124 0.018 0.416
H -3.338 0.497 -3.227 0.319 -0.280 -0.034
H -3.548 1.687 -1.994 -0.274 0.157 0.310
H -4.239 0.057 -1.790 -0.065 0.033 0.074
C 6.163 2.648 2.491 -0.297 -0.229 -0.062
C 4.720 3.161 2.501 0.067 0.120 -0.867
O 4.450 4.345 2.530 0.275 -0.338 0.210
C 3.607 2.132 2.354 0.110 -0.080 0.669
H 6.431 2.054 3.365 -0.275 0.193 0.370
H 6.899 3.442 2.366 -0.269 0.051 0.008
H 6.263 1.913 1.692 -0.039 0.155 -0.344
H 2.628 2.605 2.423 0.139 0.099 -0.009
H 3.716 1.444 3.193 -0.118 -0.192 0.148
H 3.643 1.504 1.464 0.360 0.221 -0.212
C -4.623 -4.767 -1.477 0.872 1.475 -0.158
C -5.584 -4.097 -2.459 -1.625 -2.024 0.501
O -5.258 -3.298 -3.289 0.499 0.723 -0.252
C -7.048 -4.642 -2.431 -0.354 0.728 0.079
H -3.714 -4.166 -1.487 0.167 0.130 -0.169
H -4.269 -5.754 -1.777 -0.646 -0.190 0.048
H -4.941 -4.704 -0.437 -0.478 -0.514 -0.102
H -7.825 -3.989 -2.828 0.544 0.751 -0.394
H -7.458 -4.820 -1.437 0.602 -0.621 0.173
H -7.167 -5.502 -3.089 0.452 -0.413 0.359
C 1.553 -3.372 -2.452 0.373 -0.118 0.059
C 2.131 -4.222 -3.568 0.631 -1.335 -0.051
O 3.216 -3.928 -4.011 -0.599 0.033 -0.539
C 1.555 -5.666 -3.788 0.038 0.818 -0.080
H 0.688 -3.771 -1.922 -0.013 -0.021 -0.211
H 1.457 -2.306 -2.660 -0.089 -0.174 -0.397
H 2.434 -3.423 -1.812 -0.211 0.156 0.667
H 1.295 -6.001 -2.784 -0.199 -0.342 -0.136
H 2.243 -6.361 -4.270 0.554 0.377 0.366
H 0.697 -5.738 -4.455 -0.459 0.507 0.323
C -5.151 -0.597 -5.438 -0.898 -0.413 -1.303
C -6.654 -0.360 -5.177 -0.549 -0.382 -0.597
O -7.454 -0.157 -6.086 1.312 -0.196 1.458
C -7.049 -0.454 -3.705 0.233 0.703 -0.433
H -4.837 -1.600 -5.148 0.032 0.247 1.100
H -4.570 0.233 -5.037 0.138 -0.302 0.197
H -5.014 -0.702 -6.514 -0.078 0.713 -0.258
H -6.261 0.017 -3.117 0.099 0.017 0.096
H -7.076 -1.495 -3.380 -0.168 -0.035 -0.174
H -7.972 0.093 -3.514 -0.110 -0.340 -0.082
C -2.671 -4.385 3.637 0.309 -0.168 -0.361
C -1.450 -4.901 2.903 0.397 -2.168 -1.249
O -1.242 -6.125 2.725 -0.339 3.504 0.589
C -0.545 -3.789 2.295 0.237 -0.662 1.001
H -2.536 -3.308 3.738 -0.293 -0.205 0.608
H -2.788 -4.957 4.557 0.155 0.411 0.260
H -3.602 -4.562 3.098 0.126 -0.112 -0.402
H -0.319 -2.985 2.994 -0.428 -0.063 0.555
H -1.063 -3.256 1.498 0.037 -0.426 -0.396
H 0.447 -4.171 2.053 -0.323 -0.271 -0.714
C -1.231 5.062 3.188 -0.324 -0.147 1.196
C -0.686 4.862 4.612 0.990 -1.841 0.300
O -0.302 3.786 5.049 -0.371 0.301 -1.220
C -0.761 5.962 5.572 -1.200 1.502 0.989
H -1.721 4.112 2.977 0.146 0.064 -0.538
H -0.524 5.369 2.417 0.195 -0.276 0.216
H -1.985 5.844 3.284 -0.091 0.003 -0.335
H -0.938 5.641 6.599 0.499 -0.559 -0.102
H -1.694 6.482 5.356 0.246 0.791 -0.172
H 0.098 6.633 5.593 -0.103 0.094 -0.371
C -4.705 3.145 1.025 -0.062 -0.836 0.119
C -6.072 2.751 0.513 -0.834 0.712 -1.588
O -6.348 3.087 -0.632 0.385 -0.097 0.515
C -7.158 1.983 1.254 0.547 0.018 -0.666
H -4.671 4.200 1.298 -0.122 -0.089 0.185
H -4.027 2.984 0.187 0.050 0.144 0.019
H -4.366 2.489 1.826 0.000 0.288 0.276
H -6.732 1.072 1.673 -0.250 0.306 0.578
H -7.864 1.694 0.475 0.005 -0.025 0.059
H -7.708 2.636 1.932 0.328 -0.231 0.452
C -2.998 0.147 4.757 -0.090 -0.331 -0.559
C -2.305 -0.833 5.737 -0.256 -1.589 -2.505
O -1.726 -1.829 5.260 -1.020 2.574 1.607
C -2.562 -0.587 7.178 0.397 -0.712 0.639
H -4.063 0.313 4.919 -0.076 -0.196 0.830
H -3.003 -0.300 3.763 0.522 0.014 -0.027
H -2.598 1.159 4.688 0.516 -0.106 0.238
H -2.526 -1.528 7.727 0.066 -0.082 -0.082
H -3.540 -0.139 7.352 0.250 0.293 -0.078
H -1.742 0.012 7.577 -0.174 0.361 0.075
C -5.878 -1.181 3.196 -0.217 0.133 -0.238
C -6.038 -2.213 2.111 1.998 -2.327 -1.470
O -5.828 -3.421 2.259 -0.706 2.024 0.368
C -6.230 -1.681 0.696 -0.531 0.536 -0.599
H -5.567 -0.222 2.782 0.001 -0.047 -0.202
H -5.128 -1.444 3.942 -0.461 -0.427 0.049
H -6.879 -1.022 3.598 0.055 0.027 0.498
H -6.937 -0.853 0.713 -0.030 0.060 -0.195
H -6.500 -2.353 -0.119 -0.729 -0.758 0.743
H -5.331 -1.322 0.194 0.615 0.540 0.909
C 4.990 -4.151 2.573 -0.866 0.067 -0.554
C 3.565 -3.896 2.042 0.265 0.089 -0.821
O 2.968 -4.708 1.347 0.752 0.918 1.170
C 2.886 -2.507 2.294 -0.498 -1.096 -0.529
H 5.596 -4.787 1.928 -0.417 -0.096 -0.227
H 4.830 -4.707 3.496 0.375 0.346 0.372
H 5.520 -3.203 2.662 -0.088 -0.096 0.564
H 3.472 -1.588 2.337 0.442 -0.382 -0.302
H 2.224 -2.466 3.159 0.152 -0.464 0.291
H 2.214 -2.549 1.438 -0.097 0.827 -0.070
C 1.998 7.238 -3.005 0.029 -1.300 1.433
C 1.626 6.414 -1.745 -2.451 1.395 0.631
O 0.516 5.848 -1.656 2.463 0.758 -0.456
C 2.485 6.629 -0.474 -0.913 -1.201 -0.261
H 2.684 6.543 -3.489 0.146 0.371 -0.679
H 2.532 8.132 -2.684 0.050 -0.073 -0.195
H 1.114 7.481 -3.595 0.201 -0.223 -0.021
H 3.547 6.393 -0.541 -0.085 0.065 -0.294
H 2.018 5.970 0.258 0.305 -0.095 0.150
H 2.359 7.637 -0.080 0.018 0.201 -0.416